A molecular structure, C22H25N3O3PS4Zn at a distorted geometry. Source: OMol25; level of theory: ωB97M-V with the def2-TZVPD basis set.

Each line ends with the Mulliken charge.
CARTESIAN COORDINATES (ANGSTROEM)
Zn: 7.93214 -1.08057 1.21733  -0.01
S: 0.86066 -0.58471 -2.76516  -0.30
C: 0.00193 0.44642 -3.87426  0.62
S: -1.05381 1.80428 -3.27133  -0.17
C: 0.07030 0.31654 -5.22052  0.35
C: -0.69509 1.03363 -6.24794  -0.20
N: -1.33170 1.64555 -6.99591  -0.55
C: 1.01325 -0.59279 -5.86109  -0.10
N: 1.73960 -1.36289 -6.31643  -0.53
C: -0.82739 2.07014 3.36393  -0.37
O: 0.08199 1.72868 4.41438  -0.43
C: 0.56215 0.35631 4.24770  -0.14
C: 2.05674 0.30066 4.01262  0.18
O: 2.85691 0.87103 5.00046  -0.42
C: 3.37618 2.10359 4.68816  -0.48
H: -0.45339 1.75655 2.37794  0.08
H: -0.85374 3.16094 3.55428  0.27
H: -1.79357 1.54382 3.47841  0.28
H: 0.08473 -0.02262 3.31406  0.02
H: 0.38606 -0.20356 5.14544  0.29
H: 2.26815 0.75211 3.00357  -0.21
H: 2.35558 -0.75467 3.89587  0.29
H: 4.29792 2.14176 5.18551  0.27
H: 2.64879 2.83777 5.06136  0.22
H: 3.56034 2.19104 3.60801  0.15
C: 2.98902 1.27425 0.05778  -0.62
C: 3.87687 0.04721 0.26876  0.54
N: 3.68137 -0.96415 -0.67439  -0.21
O: 4.66938 -0.05787 1.18461  -0.55
H: 3.05502 1.58057 -1.03344  0.40
H: 3.53376 2.09094 0.65187  0.30
H: 1.99691 1.03679 0.39967  -0.08
H: 2.91687 -0.92112 -1.33558  0.00
H: 4.13007 -1.85904 -0.61544  0.22
S: -3.35876 1.21193 1.10680  -0.44
P: -2.42333 0.35444 -0.38173  0.90
S: -0.99717 1.76341 -1.24812  -0.10
C: -1.46570 -1.00670 0.36994  0.54
C: -0.05111 -1.19681 0.40699  0.59
C: 0.45534 -2.29594 1.12741  -0.68
C: -0.32370 -3.09294 1.95375  -0.58
C: -1.70046 -2.85987 1.96746  -0.70
C: -2.25054 -1.87026 1.13260  -0.66
C: -3.37551 -0.11709 -1.93178  0.29
C: -2.86891 -1.16426 -2.80451  -0.06
C: -3.55361 -1.37246 -4.02172  -0.67
C: -4.55559 -0.43006 -4.40518  -0.31
C: -4.93252 0.59639 -3.59217  -0.47
C: -4.38393 0.79255 -2.33280  -0.55
H: 0.67263 -0.70052 -0.29191  -0.44
H: 1.51751 -2.49766 0.99911  0.43
H: 0.02586 -3.95277 2.50558  0.43
H: -2.28551 -3.50897 2.63918  0.34
H: -3.32254 -1.77047 1.08795  0.40
H: -1.93747 -1.74862 -2.49091  0.21
H: -3.31989 -2.19289 -4.69379  0.40
H: -5.16359 -0.50410 -5.32899  0.30
H: -5.60688 1.31458 -3.99821  0.39
H: -4.78862 1.56251 -1.69515  0.34

The calculation puts the LUMO energy at 2.0383 eV. The value obtained for the orbital gap is 7.50 eV. The highest occupied orbital energy is -5.46 eV. The total charge is -1. As for the energy above the lowest of the compared OMol25 structures with the same formula, charge and spin: 474.43 kJ/mol. The total energy is -134880.59640 eV.